1.
The following is a DFT calculation (ωB97M-V/def2-TZVPD) of C5H6O in the gas phase in a non-equilibrium geometry.

Cartesian coordinates (Å):
C (0.53, 1.49, 0.06)
C (-0.76, 0.67, 0.26)
C (-0.42, -0.75, 0.06)
C (-0.50, -1.99, -0.46)
C (0.50, -1.71, 0.49)
O (1.44, -2.14, 1.13)
H (1.33, 1.11, 0.71)
H (0.89, 1.42, -0.97)
H (0.36, 2.54, 0.30)
H (-1.58, 1.02, -0.37)
H (-1.07, 0.74, 1.31)
H (-0.55, -2.98, -0.86)

Its SMILES is CCc1cc1=O. The value obtained for the orbital gap is 9.314 eV. Its multiplicity is 1. As for the energy relative to the best compared isomer or geometry (same formula, charge and spin): 2.6346 eV.

=====

2.
The following is a DFT calculation (ωB97M-V/def2-TZVPD) of a molecular structure, C5H9NaO3 in a non-equilibrium geometry.

Cartesian coordinates (Å):
O (-1.05, -0.33, -0.68)
C (0.02, 0.33, -0.26)
O (0.61, 1.03, -1.26)
Na (0.53, 2.39, 1.19)
C (-2.22, -0.26, 0.15)
H (-1.93, -0.30, 1.21)
H (-2.68, 0.73, -0.03)
C (-3.16, -1.38, -0.21)
H (-3.21, -1.52, -1.30)
H (-2.83, -2.32, 0.25)
H (-4.17, -1.15, 0.16)
H (1.15, 0.48, -1.84)
O (1.53, -0.11, 1.30)
C (2.76, -0.41, 1.14)
H (3.91, 1.34, 0.82)
C (3.50, 0.52, 0.20)
H (4.36, -0.01, -0.23)
H (2.89, 0.98, -0.60)

The value obtained for the orbital gap (spin up / spin down) is 3.873 / 3.874 eV. Its multiplicity is 1. As for the energy relative to the best compared isomer or geometry (same formula, charge and spin): 4.6546 eV.

=====

3.
The following is a DFT calculation (ωB97M-V/def2-TZVPD) of a molecular structure, C42H42IN8OsS3.

Cartesian coordinates (Å):
Os (0.05, -0.43, 0.03)
N (-1.36, 0.84, 0.02)
S (-1.98, 2.21, -0.04)
N (-1.49, 3.27, -1.13)
S (-1.09, 2.91, -2.59)
N (-1.28, 1.42, -3.01)
S (-0.14, 0.30, -2.99)
N (0.70, 0.10, -1.74)
C (-1.10, -1.12, -3.40)
C (-2.43, -1.20, -3.01)
C (-3.10, -2.40, -3.22)
C (-2.44, -3.47, -3.81)
C (-1.11, -3.37, -4.19)
C (-0.42, -2.19, -3.98)
C (0.94, 0.61, -4.35)
C (2.30, 0.73, -4.13)
C (3.12, 0.99, -5.22)
C (2.57, 1.11, -6.49)
C (1.20, 0.98, -6.69)
C (0.36, 0.73, -5.61)
C (-2.14, 3.82, -3.67)
C (-2.90, 3.16, -4.63)
C (-3.73, 3.93, -5.44)
C (-3.78, 5.30, -5.28)
C (-3.02, 5.94, -4.30)
C (-2.18, 5.20, -3.48)
C (0.53, 3.53, -2.83)
C (0.89, 3.96, -4.11)
C (2.19, 4.39, -4.30)
C (3.10, 4.38, -3.25)
C (2.71, 3.95, -1.98)
C (1.41, 3.52, -1.76)
C (-1.71, 3.09, 1.46)
C (-1.75, 4.48, 1.48)
C (-1.62, 5.12, 2.70)
C (-1.45, 4.38, 3.86)
C (-1.41, 2.99, 3.82)
C (-1.55, 2.33, 2.61)
C (-3.71, 2.01, -0.26)
C (-4.33, 0.97, 0.42)
C (-5.70, 0.82, 0.31)
C (-6.43, 1.71, -0.48)
C (-5.80, 2.75, -1.15)
C (-4.43, 2.91, -1.04)
H (-2.93, -0.36, -2.55)
H (-4.14, -2.49, -2.93)
H (-2.98, -4.40, -3.98)
H (-0.61, -4.21, -4.66)
H (0.61, -2.09, -4.29)
H (2.71, 0.64, -3.13)
H (4.19, 1.09, -5.08)
H (3.21, 1.30, -7.34)
H (0.78, 1.06, -7.68)
H (-0.70, 0.60, -5.76)
H (-2.85, 2.09, -4.74)
H (-4.33, 3.45, -6.20)
H (-4.43, 5.89, -5.91)
H (-3.07, 7.01, -4.18)
H (-1.58, 5.68, -2.73)
H (0.18, 3.97, -4.92)
H (2.49, 4.74, -5.28)
H (4.10, 4.74, -3.41)
H (3.42, 3.98, -1.16)
H (1.09, 3.22, -0.77)
H (-1.89, 5.05, 0.57)
H (-1.64, 6.20, 2.74)
H (-1.35, 4.89, 4.81)
H (-1.29, 2.43, 4.73)
H (-1.54, 1.25, 2.57)
H (-3.74, 0.28, 1.02)
H (-6.20, 0.02, 0.83)
H (-7.50, 1.59, -0.55)
H (-6.38, 3.44, -1.75)
H (-3.94, 3.74, -1.54)
C (3.09, -0.43, 0.02)
N (4.36, -1.04, 0.22)
C (4.51, -1.42, 1.62)
N (3.47, -2.37, 2.01)
C (2.18, -1.78, 1.85)
N (1.93, -1.37, 0.38)
C (2.12, -2.64, -0.46)
N (3.41, -3.21, -0.25)
C (4.45, -2.25, -0.62)
C (3.57, -3.57, 1.16)
H (2.95, -0.16, -1.03)
H (2.99, 0.46, 0.64)
H (4.45, -0.53, 2.25)
H (5.49, -1.88, 1.77)
H (2.09, -0.88, 2.46)
H (1.40, -2.49, 2.12)
H (2.00, -2.34, -1.51)
H (1.34, -3.34, -0.18)
H (4.34, -1.97, -1.67)
H (5.43, -2.70, -0.48)
H (4.55, -4.03, 1.31)
H (2.80, -4.28, 1.45)
I (-1.32, -2.23, 1.27)

The value obtained for the orbital gap (spin up / spin down) is 7.751 / 5.775 eV. Its multiplicity is 5. As for the expectation value of S²: 6.0208. As for the energy relative to the best compared isomer or geometry (same formula, charge and spin): 0.1478 eV. As for the charge: +3.

=====

4.
The following is a DFT calculation (ωB97M-V/def2-TZVPD) of 2 unconnected molecules or ions with the total composition C2H2IN3 in a non-equilibrium geometry.

Cartesian coordinates (Å):
C (0.48, -1.25, 1.23)
C (-3.46, -1.19, -0.45)
N (-2.69, -2.02, -0.59)
N (-0.95, 0.66, 0.89)
N (-0.25, -0.26, 0.97)
I (-4.71, 0.33, 0.04)
H (0.77, -1.51, 2.22)
H (1.02, -1.81, 0.37)

The value obtained for the orbital gap is 8.405 eV. Its multiplicity is 1. As for the energy relative to the best compared isomer or geometry (same formula, charge and spin): 2.6143 eV.

=====

5.
The following is a DFT calculation (ωB97M-V/def2-TZVPD) of C10H17N in the gas phase in a non-equilibrium geometry.

Cartesian coordinates (Å):
N (-1.63, -1.33, -2.25)
C (-1.01, -1.09, -0.94)
C (0.52, -1.47, -0.85)
C (1.20, -0.82, 0.42)
C (1.79, 0.51, 0.21)
C (0.70, 1.64, 0.22)
C (-0.26, 1.64, 1.49)
C (-0.93, 0.29, 1.19)
C (0.16, -0.73, 1.56)
C (-1.21, 0.26, -0.29)
C (-0.41, 1.42, -0.85)
H (-0.97, -0.79, -2.94)
H (-1.30, -2.34, -2.41)
H (-1.57, -1.82, -0.32)
H (0.70, -2.53, -0.60)
H (1.19, -1.30, -1.68)
H (2.00, -1.43, 0.83)
H (2.46, 0.80, 0.99)
H (2.29, 0.62, -0.76)
H (1.34, 2.53, 0.02)
H (-0.85, 2.61, 1.58)
H (0.37, 1.43, 2.48)
H (-1.86, -0.03, 1.83)
H (-0.21, -1.69, 1.74)
H (0.52, -0.30, 2.54)
H (-2.26, 0.39, -0.52)
H (-0.95, 2.37, -0.95)
H (0.19, 1.16, -1.77)

Its SMILES is N[C@H]1C[C@H]2C[C@@H]3C[C@H](C2)[C@H]1C3. The value obtained for the orbital gap is 10.352 eV. Its multiplicity is 1. As for the energy relative to the best compared isomer or geometry (same formula, charge and spin): 2.2781 eV.

=====

6.
The following is a DFT calculation (ωB97M-V/def2-TZVPD) of 2 unconnected molecules or ions with the total composition C5H12O.

Cartesian coordinates (Å):
C (-2.23, 0.21, 0.15)
C (-0.91, 0.21, 0.88)
C (0.18, 0.80, 0.40)
C (1.54, 0.75, 1.04)
O (0.20, 1.49, -0.78)
H (-2.66, 1.21, 0.09)
H (-2.96, -0.43, 0.66)
H (-2.15, -0.18, -0.88)
H (-0.83, -0.30, 1.84)
H (1.70, -0.20, 1.55)
H (1.62, 1.57, 1.77)
H (2.32, 0.88, 0.29)
H (-0.68, 1.47, -1.16)
C (0.98, -1.51, -1.18)
H (0.27, -1.17, -0.42)
H (1.55, -2.34, -0.77)
H (1.67, -0.70, -1.46)
H (0.44, -1.82, -2.07)

Its SMILES is C/C=C(/C)O.C. The value obtained for the orbital gap is 9.284 eV. Its multiplicity is 1. As for the energy relative to the best compared isomer or geometry (same formula, charge and spin): 1.0040 eV.

=====

7.
The following is a DFT calculation (ωB97M-V/def2-TZVPD) of a molecular structure, C42H47BCuF4N3P2S6 in a non-equilibrium geometry.

Cartesian coordinates (Å):
Cu (-1.18, -0.35, 0.62)
C (7.30, 3.40, -1.22)
S (6.17, 3.19, -2.62)
C (4.74, 4.09, -1.94)
C (3.92, 3.33, -0.91)
C (3.14, 2.19, -1.57)
N (2.31, 1.40, -0.65)
P (2.72, -0.19, -0.22)
C (4.51, -0.04, 0.24)
C (5.60, -0.14, -0.62)
C (6.89, -0.03, -0.13)
C (7.12, 0.19, 1.22)
C (6.04, 0.30, 2.09)
C (4.74, 0.18, 1.60)
C (2.86, -1.04, -1.84)
C (3.52, -2.27, -1.93)
C (3.50, -3.01, -3.10)
C (2.82, -2.52, -4.22)
C (2.15, -1.31, -4.14)
C (2.15, -0.58, -2.95)
P (0.68, 1.83, -0.13)
C (0.10, 2.76, -1.61)
C (0.49, 4.05, -1.96)
C (0.04, 4.64, -3.13)
C (-0.82, 3.94, -3.97)
C (-1.22, 2.66, -3.64)
C (-0.77, 2.07, -2.47)
C (1.03, 3.18, 1.06)
C (0.12, 4.21, 1.23)
C (0.35, 5.20, 2.19)
C (1.48, 5.14, 2.99)
C (2.37, 4.08, 2.85)
C (2.14, 3.10, 1.90)
H (8.26, 2.99, -1.52)
H (6.94, 2.86, -0.35)
H (7.41, 4.46, -0.99)
H (4.13, 4.34, -2.81)
H (5.14, 5.02, -1.52)
H (3.22, 4.02, -0.44)
H (4.56, 2.93, -0.12)
H (3.84, 1.51, -2.06)
H (2.51, 2.62, -2.35)
H (5.44, -0.32, -1.68)
H (7.73, -0.10, -0.81)
H (8.13, 0.28, 1.60)
H (6.20, 0.46, 3.15)
H (3.90, 0.24, 2.29)
H (4.05, -2.65, -1.06)
H (3.99, -3.97, -3.14)
H (2.82, -3.09, -5.14)
H (1.61, -0.94, -5.00)
H (1.60, 0.35, -2.89)
H (1.15, 4.61, -1.30)
H (0.36, 5.64, -3.39)
H (-1.19, 4.41, -4.88)
H (-1.90, 2.11, -4.29)
H (-1.10, 1.08, -2.19)
H (-0.77, 4.24, 0.62)
H (-0.37, 6.00, 2.31)
H (1.65, 5.90, 3.74)
H (3.23, 4.01, 3.50)
H (2.81, 2.26, 1.82)
C (-4.79, 2.81, -1.48)
C (-4.32, 2.97, -0.03)
C (-5.45, 2.59, 0.94)
C (-3.89, 4.42, 0.21)
C (-3.18, 2.05, 0.20)
C (-2.33, 1.19, 0.33)
H (-5.62, 3.49, -1.68)
H (-5.14, 1.79, -1.67)
H (-3.98, 3.03, -2.18)
H (-6.29, 3.28, 0.83)
H (-5.09, 2.62, 1.97)
H (-5.80, 1.58, 0.73)
H (-4.75, 5.09, 0.10)
H (-3.13, 4.71, -0.52)
H (-3.48, 4.53, 1.21)
F (0.12, 1.89, 4.10)
B (0.49, 0.59, 3.77)
F (-0.27, -0.36, 4.46)
F (1.87, 0.38, 4.02)
F (0.29, 0.38, 2.35)
C (-4.42, -4.74, 2.25)
S (-3.35, -4.84, 0.78)
C (-3.93, -3.45, -0.12)
C (-3.68, -2.15, 0.20)
S (-2.77, -1.63, 1.58)
S (-4.48, -0.99, -0.87)
C (-5.33, -2.12, -1.87)
S (-6.32, -1.68, -3.11)
S (-5.01, -3.76, -1.45)
H (-4.23, -5.63, 2.84)
H (-5.47, -4.71, 1.94)
H (-4.16, -3.85, 2.81)
C (0.97, -2.54, 2.47)
C (0.45, -2.88, 1.12)
N (-0.10, -2.06, 0.25)
C (-0.41, -2.81, -0.87)
C (-0.02, -4.09, -0.68)
N (0.53, -4.12, 0.58)
H (1.65, -1.69, 2.40)
H (1.49, -3.39, 2.91)
H (0.16, -2.22, 3.14)
H (-0.86, -2.36, -1.74)
H (-0.10, -4.97, -1.30)
H (0.89, -4.93, 1.05)

The value obtained for the orbital gap (spin up / spin down) is 7.112 / 6.772 eV. Its multiplicity is 2. As for the expectation value of S²: 0.7571. As for the charge: -1.

=====

8.
The following is a DFT calculation (ωB97M-V/def2-TZVPD) of 2 unconnected molecules or ions with the total composition C5H8O3 in a non-equilibrium geometry.

Cartesian coordinates (Å):
C (2.45, 0.32, -0.62)
C (0.11, 1.50, 0.09)
C (-0.44, -0.59, -1.14)
C (-0.38, -0.47, 1.26)
C (-0.70, 0.22, -0.01)
O (3.01, -0.10, 0.36)
O (-0.08, 2.48, 0.70)
O (-2.06, 0.67, -0.10)
H (2.98, 0.36, -1.54)
H (0.60, -0.64, -1.25)
H (-0.84, -1.70, -0.92)
H (-0.99, -0.27, -2.01)
H (-0.94, 0.10, 2.01)
H (-0.78, -1.44, 1.28)
H (0.61, -0.43, 1.49)
H (-2.55, -0.01, 0.43)

The value obtained for the orbital gap (spin up / spin down) is 8.750 / 7.710 eV. Its multiplicity is 1. As for the energy relative to the best compared isomer or geometry (same formula, charge and spin): 5.1462 eV.

=====

Per-record total energy, Ha: -269.24942; -583.70757; -3645.49583; -539.26381; -445.94352; -272.91176; -6929.88533; -420.86694